Computed, not measured: a molecular structure, C8H15ClI2N2OPRe, with ωB97M-V/def2-TZVPD.

Summary:
charge = +3
frontier orbital gap (alpha / beta) = 4.2521 / 4.6443 eV
energy relative to the best compared isomer or geometry (same formula, charge and spin) = 260.9 kJ/mol
spin multiplicity = 4
LUMO (alpha / beta) = -15.0 / -14.6 eV

Element x y z (Å)
H (-0.021906, 0.603589, 5.747031)
I (3.115736, 2.305317, -0.408892)
C (-1.996091, 1.254388, -2.588457)
H (-1.414646, 2.185439, -2.640581)
C (1.280892, -1.330028, 2.516165)
C (-2.037894, -1.507438, -2.649004)
O (2.733424, 0.095425, -2.486573)
H (-0.145233, 1.570429, 2.332757)
H (-1.480390, -2.453368, -2.737720)
H (-2.786318, -1.582100, -1.841280)
H (0.091096, 2.102786, 4.745387)
C (0.595837, 1.191368, 5.041343)
P (-0.858799, -0.148572, -2.314226)
H (-0.475589, -0.111093, -4.683800)
C (1.942454, 0.188466, -1.637407)
H (1.551488, 1.394394, 5.529049)
H (-2.543491, -1.307368, -3.612162)
Cl (-1.814414, -0.099615, 0.540397)
C (0.175288, -0.098115, -3.813478)
Re (0.361716, -0.172455, -0.481058)
H (0.759135, 0.833010, -3.777791)
H (-2.508676, 1.119546, -3.559234)
H (-2.744851, 1.327970, -1.782902)
C (1.258418, -0.937399, 3.801143)
I (1.049281, -2.426201, -0.349040)
H (1.657104, -1.489276, 4.661914)
N (0.658820, -0.336327, 1.750594)
H (0.815327, -0.992652, -3.785948)
H (1.656280, -2.162345, 2.039437)
N (0.779147, 0.334914, 3.862637)
C (0.346869, 0.647304, 2.581687)

Atoms 1-2, force components in eV/Å:
0.181 0.588 -0.252
-0.177 0.277 0.369

Atomic charges from the Löwdin analysis, expressed in e, are listed below: H 0.1273; I 0.8706; C -0.2056; H 0.0715; C -0.1701; C -0.2050; O 0.0848; H 0.1328; H 0.0612; H 0.0642; H 0.1048; C 0.0465; P 0.5328; H 0.0911; C -0.6868; H 0.1171; H 0.0944; Cl 0.2515; C -0.2038; Re 0.6428; H 0.0685; H 0.0958; H 0.0548; C 0.0041; I 1.2131; H 0.1732; N -0.2651; H 0.0708; H -0.0171; N -0.0651; C -0.1547